Below is 12 unconnected molecules or ions with the total composition C30H90N18O12, with properties calculated with the ωB97M-V functional and the def2-TZVPD basis.

Last column: Löwdin charge in e.
Cartesian coordinates (Å):
O: -8.382912 -25.626757 23.208503  -0.0356
H: -11.816118 -29.404430 31.855399  0.0674
O: -16.630151 -29.908503 22.208359  -0.1934
H: -14.571157 -22.060962 27.879132  0.0848
H: -9.259511 -27.205418 30.108635  0.1239
H: -15.579949 -27.098677 28.362587  0.1317
H: -5.031146 -29.573713 24.349260  0.0571
C: -7.110766 -28.740970 21.777359  -0.0595
H: -9.355060 -21.915391 28.012898  0.0998
C: -17.623696 -30.894002 22.443098  -0.1115
H: -13.587064 -28.596189 27.742261  0.0503
C: -10.866969 -29.591159 26.328047  -0.0292
H: -7.664054 -22.958750 23.147735  0.0797
H: -16.805290 -23.156536 26.561397  0.1287
H: -6.779980 -24.868588 23.993813  0.0527
H: -6.354203 -28.115239 27.167608  0.0936
H: -7.097805 -21.430194 23.603084  0.1029
N: -6.350227 -24.336447 24.739177  0.1627
N: -14.412170 -28.345986 27.212404  0.0703
C: -6.673244 -27.925030 26.139200  -0.0984
H: -13.274883 -25.245886 23.835714  0.0733
H: -9.499983 -29.833094 28.008571  0.1172
N: -8.150383 -25.441509 20.938402  0.1825
H: -13.101743 -22.962857 27.670465  0.0609
C: -9.942577 -30.460112 27.226969  -0.4078
N: -10.995602 -25.336402 29.800823  0.0356
H: -11.628845 -30.186321 25.823758  0.0700
N: -15.371216 -25.315132 22.669623  0.1573
H: -12.801991 -27.271732 29.379818  0.0600
H: -6.646091 -24.678893 28.689321  0.1003
H: -8.371946 -30.392799 25.947576  0.0236
N: -13.236941 -24.746858 22.965679  0.1629
C: -8.802850 -25.818700 22.055478  -0.6539
H: -9.690451 -25.270141 26.357282  0.0326
H: -6.718341 -28.097420 20.989677  0.0652
C: -14.178793 -23.078047 27.799784  -0.0571
H: -13.548261 -29.808532 24.643005  0.0429
H: -12.460029 -22.669419 25.520526  0.0372
H: -12.803644 -26.526132 26.586944  0.0639
H: -18.490773 -25.896852 25.097345  0.0861
O: -11.515579 -26.930206 24.488165  -0.0678
C: -15.639746 -28.097305 27.926220  -0.4099
N: -11.874025 -26.134929 26.649567  0.2051
H: -10.825738 -23.509536 25.711351  0.0729
H: -11.571193 -31.809266 30.327101  0.0733
C: -15.949381 -29.133645 29.001129  -0.2023
N: -5.265774 -29.455384 23.371607  0.0345
C: -11.231233 -26.557037 30.623277  -0.4030
H: -6.068641 -27.690310 23.462682  0.1056
H: -12.838169 -20.707367 25.818858  0.0811
H: -13.135113 -32.360276 29.717696  0.0873
C: -16.848495 -28.169655 26.952497  -0.0449
N: -13.305550 -29.305402 23.796466  0.0511
H: -8.199559 -31.372898 27.238491  0.0756
H: -15.095997 -28.243901 23.360701  0.1128
H: -15.590488 -30.745705 23.765330  0.1136
H: -11.758866 -19.618903 25.135508  0.1041
H: -10.471707 -30.214229 31.197514  0.0647
N: -10.017076 -26.373298 21.872726  0.1927
C: -14.320958 -24.566221 22.194225  -0.6953
C: -15.467195 -29.665498 31.242164  -0.1222
H: -15.035726 -31.085340 22.169507  0.1311
H: -15.159129 -25.968787 23.401067  0.0727
H: -6.940681 -29.747057 21.383421  0.0800
N: -9.957711 -25.737596 25.502719  0.1846
N: -11.905255 -20.549981 25.483201  0.1492
H: -7.831887 -21.693992 28.831779  0.1034
C: -10.731321 -29.480074 31.967340  -0.0841
H: -17.803560 -28.060359 27.463748  0.0784
C: -14.754674 -23.868880 26.666977  -0.4131
H: -11.557038 -24.558626 30.115372  0.0712
H: -14.482225 -29.045573 26.484557  0.0605
C: -6.526163 -28.644984 23.183294  -0.4084
H: -14.680144 -29.601519 31.991657  0.0806
H: -13.310507 -26.000793 30.463037  0.0742
O: -12.026452 -31.092868 28.444251  -0.1883
H: -10.911313 -32.412405 27.222510  0.1221
N: -14.332827 -23.233631 25.377486  0.0573
C: -14.473126 -29.057538 22.962581  -0.4183
N: -7.085610 -22.418607 23.769081  0.1627
H: -12.381912 -24.270841 22.733593  0.1109
H: -11.490659 -28.996224 26.998718  0.0493
H: -14.576334 -27.689235 21.241880  0.0685
N: -8.846606 -31.102205 26.506184  0.0485
H: -12.991416 -30.768122 30.255717  0.0631
O: -16.762347 -24.944680 25.590593  -0.1954
N: -11.459731 -22.726882 25.710859  0.1681
H: -18.543510 -25.356143 26.679773  0.0881
H: -9.371089 -25.745518 24.677658  0.0551
H: -11.503469 -25.866351 27.553605  0.0737
H: -5.993354 -24.717023 25.598455  0.0925
H: -7.592874 -27.354649 26.308606  0.0837
H: -17.920213 -30.802773 23.493023  0.0820
H: -12.964438 -27.872182 21.958556  0.0539
H: -6.911712 -23.334717 29.736756  0.0903
H: -10.670746 -26.323844 22.648118  0.0697
H: -12.844160 -28.443147 24.068693  0.0282
C: -7.509435 -29.003210 24.301384  -0.1815
H: -16.320616 -29.307301 31.837902  0.0827
H: -15.917131 -30.169059 28.651103  0.1380
O: -10.057458 -28.242464 31.745789  -0.1862
C: -18.152807 -25.049948 25.705074  -0.1515
H: -7.176752 -25.230288 21.076716  0.1161
O: -5.676219 -22.316860 25.518384  -0.0129
H: -17.255172 -31.920359 22.352301  0.0845
H: -10.307577 -26.721765 20.976989  0.1084
H: -14.266932 -23.592581 28.758405  0.0769
H: -13.168486 -27.586713 31.105203  0.0621
H: -15.872083 -30.644156 30.972665  0.0877
H: -8.376769 -28.359370 24.452740  0.1122
O: -9.074369 -24.328088 27.663601  -0.0156
C: -12.424318 -31.524550 29.704002  -0.1363
H: -16.781160 -27.387576 26.193879  0.0544
C: -8.267748 -23.622486 28.274268  -0.6289
H: -10.325547 -28.958016 25.628842  0.0603
H: -8.196430 -28.652828 21.689055  0.0680
C: -6.401910 -22.998262 24.788166  -0.7012
O: -9.740107 -21.233722 25.470897  -0.0065
C: -11.155406 -26.317673 25.530195  -0.6731
C: -15.393788 -30.261571 22.799146  -0.2035
H: -14.951638 -22.422545 25.364313  0.0899
H: -18.455390 -30.735177 21.762519  0.0872
C: -13.891345 -28.396265 21.707405  -0.0606
H: -4.477039 -28.966104 22.969401  0.0649
C: -10.775383 -31.591248 27.924881  -0.1596
H: -18.768212 -24.254412 25.275391  0.0910
H: -11.116496 -26.141124 31.628351  0.1340
H: -10.517156 -28.394855 29.714421  0.1134
H: -10.012220 -25.104484 29.871343  0.0506
H: -16.915199 -28.853811 29.441603  0.1246
H: -16.845972 -29.120920 26.416481  0.0781
O: -14.405937 -23.803594 21.237531  0.0174
N: -8.495542 -22.292566 28.376841  0.1869
H: -5.919737 -27.389241 25.562761  0.0805
H: -7.891015 -29.926218 23.850575  0.1336
C: -12.696940 -26.902649 30.402229  -0.0487
H: -16.489739 -24.544325 27.626020  0.1237
H: -13.418798 -29.059336 20.975795  0.0785
H: -10.382724 -29.805901 32.942761  0.0939
O: -15.084822 -28.905612 30.103870  -0.2168
H: -8.645914 -25.465326 20.067506  0.1089
C: -16.257256 -24.100542 26.651967  -0.1899
O: -6.959945 -29.220877 25.635507  -0.2245
C: -10.196568 -27.649432 30.447465  -0.1564
H: -14.388736 -24.899058 26.731908  0.1196
H: -16.210397 -25.431479 22.131478  0.1108
N: -7.294443 -24.057637 29.153126  0.1549
H: -10.111016 -31.900800 28.736554  0.1121
H: -14.702191 -23.779791 24.605085  0.0421
C: -10.947496 -21.493902 25.499853  -0.6997

Forces on atoms 1 to 3 (eV/Å):
O 0.7 0.1 -0.9
H -0.1 0.3 0.6
O -0.3 0.3 -0.2

**Molecular weight**: 895.16 g/mol
**Electronic energy**: -3085.58673 hartree
**Structure (SMILES)**: COC[C@H](C)N.COC[C@H](C)N.COC[C@H](C)N.COC[C@H](C)N.COC[C@H](C)N.COC[C@H](C)N.NC(N)=O.NC(N)=O.NC(N)=O.NC(N)=O.NC(N)=O.NC(N)=O
**LUMO level**: 0.4 eV
**Energy above the lowest of the compared OMol25 structures with the same formula, charge and spin**: 245.2 kJ/mol